{
  "formula": "C22H31AlF24N4O4P",
  "method": "ωB97M-V/def2-TZVPD",
  "species": ["N", "C", "N", "N", "C", "C", "C", "C", "Al", "C", "C", "O", "C", "C", "F", "F", "C", "F", "F", "C", "F", "F", "C", "F", "F", "P", "N", "O", "H", "H", "H", "H", "H", "H", "H", "H", "H", "H", "H", "H", "H", "H", "H", "H", "H", "H", "H", "H", "H", "H", "H", "C", "C", "C", "F", "F", "F", "F", "O", "C", "C", "F", "F", "F", "F", "H", "H", "H", "H", "C", "C", "C", "F", "F", "F", "F", "O", "C", "C", "F", "F", "F", "F", "H", "H", "H", "H"],
  "positions_angstrom": [[-3.181, -6.552, 2.788], [-3.110, -5.389, 3.545], [-1.803, -5.102, 4.273], [-4.230, -4.377, 3.681], [-5.146, -4.352, 2.476], [-4.521, -3.536, 1.183], [-3.734, -4.572, 0.183], [-3.333, -3.715, -1.189], [-1.369, -3.031, -1.079], [-1.244, -0.990, -1.293], [-0.625, -0.295, 0.096], [0.638, 0.398, -0.201], [0.925, 1.475, 0.764], [2.478, 1.311, 1.259], [3.116, 2.666, 1.396], [3.209, 0.662, 0.107], [2.709, 0.329, 2.547], [4.047, 0.718, 3.132], [2.872, -1.076, 2.070], [1.532, 0.358, 3.682], [2.058, -0.394, 4.882], [0.310, -0.415, 3.248], [1.117, 1.847, 4.228], [2.198, 2.859, 4.183], [0.773, 1.672, 5.687], [-0.181, -4.116, -2.816], [0.214, -2.907, -4.065], [1.369, -4.627, -2.175], [-2.252, -7.032, 2.900], [-1.492, -6.001, 4.725], [-1.086, -4.934, 3.507], [-4.832, -4.594, 4.521], [-6.147, -3.779, 2.769], [-5.462, -5.420, 2.082], [-3.777, -2.678, 1.494], [-5.404, -3.055, 0.553], [-2.723, -4.894, 0.716], [-4.387, -5.526, -0.095], [-3.393, -4.407, -2.138], [-4.078, -2.827, -1.355], [-0.694, -3.548, 0.278], [-2.321, -0.546, -1.549], [-0.550, -0.779, -2.225], [-0.387, -1.176, 0.830], [-1.439, 0.455, 0.478], [0.134, 1.600, 1.616], [0.885, 2.490, 0.136], [0.102, 2.201, 3.721], [0.826, -2.144, -3.694], [-0.651, -2.460, -4.464], [1.353, -5.633, -2.207], [0.821, -2.344, -9.669], [0.538, -0.854, -9.915], [0.715, 0.046, -8.699], [-0.109, -0.284, -7.681], [0.427, 1.339, -9.013], [-0.702, -0.721, -10.457], [1.411, -0.434, -10.886], [-0.319, -3.169, -9.405], [-0.771, -3.173, -8.052], [-2.167, -2.561, -7.887], [-2.218, -1.287, -8.351], [-2.529, -2.511, -6.578], [0.163, -2.579, -7.271], [-0.795, -4.480, -7.674], [1.230, -2.742, -10.606], [1.620, -2.503, -8.934], [1.745, 0.018, -8.332], [-2.916, -3.145, -8.429], [3.331, 6.193, 5.379], [1.858, 6.484, 5.706], [1.205, 7.557, 4.844], [1.814, 8.758, 4.955], [-0.088, 7.754, 5.219], [1.746, 6.773, 7.030], [1.166, 5.314, 5.525], [4.303, 6.857, 6.192], [4.623, 8.190, 5.798], [4.201, 9.237, 6.835], [2.872, 9.178, 7.102], [4.450, 10.497, 6.390], [4.105, 8.425, 4.568], [5.975, 8.216, 5.643], [3.490, 5.127, 5.585], [3.551, 6.298, 4.309], [1.201, 7.269, 3.789], [4.738, 9.093, 7.777]],
  "lowdin_charge": [0.078, -0.369, 0.009, -0.037, -0.256, -0.211, -0.314, -0.321, 0.133, -0.259, -0.265, -0.190, -0.097, -0.150, -0.020, 0.001, -0.103, 0.009, 0.043, -0.111, 0.008, 0.021, -0.061, -0.013, -0.040, 0.629, -0.317, -0.487, 0.038, 0.064, 0.086, 0.115, 0.115, 0.107, 0.119, 0.108, 0.057, 0.106, 0.034, 0.037, -0.070, 0.056, 0.041, 0.080, 0.118, 0.117, 0.162, 0.187, 0.012, 0.014, 0.021, -0.057, -0.431, -0.292, 0.089, 0.086, 0.120, 0.094, 0.028, -0.477, -0.265, 0.082, 0.095, 0.113, 0.138, 0.148, 0.148, 0.176, 0.174, -0.051, -0.428, -0.291, 0.083, 0.089, 0.123, 0.096, 0.033, -0.477, -0.266, 0.087, 0.092, 0.120, 0.136, 0.149, 0.149, 0.176, 0.175],
  "homo_energy_ev": -3.37,
  "max_force_ev_per_a": 5.696,
  "charge": -1,
  "energy_ha": -4357.173830,
  "multiplicity": 1
}